(1)
21
Properties=species:S:1:pos:R:3:lowdin_charge:R:1 method="wB97M-V/def2-TZVPD" spin_multiplicity=1 lumo_energy_ev=1.1 de_lowest_kcal_mol=28.15 smiles=CNCCN(C)C largest_force_ev_per_a=0.92 orbital_gap_ev=9.20
H 1.08 0.50 -1.55 0.077
H -0.12 1.41 -2.40 0.080
H 0.61 -3.44 -0.38 0.074
N -0.66 0.85 -0.48 -0.290
H 0.83 2.23 -1.11 0.088
H 0.97 -0.51 2.16 0.117
C -1.91 1.59 -0.53 -0.103
N 0.20 -1.63 0.58 -0.136
H -1.05 0.58 1.52 0.119
H -0.54 -1.51 -0.09 0.098
H -2.79 0.96 -0.40 0.081
H 2.06 -2.48 -0.02 0.072
C -0.18 0.74 0.88 -0.223
C 0.77 -0.43 1.08 -0.262
C 0.35 1.29 -1.42 -0.095
H -1.94 2.40 0.21 0.081
H 1.26 -3.32 1.26 0.071
C 1.05 -2.76 0.34 -0.144
H 0.29 1.67 1.24 0.119
H -2.05 2.06 -1.50 0.072
H 1.75 -0.23 0.62 0.105

(2)
14
Properties=species:S:1:pos:R:3:lowdin_charge:R:1 method="wB97M-V/def2-TZVPD" spin_multiplicity=1 lumo_energy_ev=0.2 de_lowest_kcal_mol=44.55 largest_force_ev_per_a=3.39 orbital_gap_ev=9.20
S -1.01 2.65 0.32 0.397
C 0.89 -1.02 -1.08 -0.117
C 0.18 -0.05 -0.21 -0.703
H 1.97 -0.85 -0.98 0.093
H -0.19 3.10 1.29 -0.179
H 0.67 -2.05 -0.79 0.091
H 1.06 -0.09 1.70 0.097
H -1.95 -1.03 -1.05 -0.027
C 0.08 -0.30 1.25 -0.132
H -0.19 -1.33 1.45 0.089
H 0.63 -0.87 -2.13 0.085
S 0.37 1.62 -0.75 0.534
O -1.86 -0.13 -0.72 -0.276
H -0.66 0.36 1.70 0.048

(3)
18
Properties=species:S:1:pos:R:3:lowdin_charge:R:1 method="wB97M-V/def2-TZVPD" spin_multiplicity=1 lumo_energy_ev="-0.1 / -0.1" de_lowest_kcal_mol=139.77 largest_force_ev_per_a=1.37 orbital_gap_ev="7.55 / 7.54"
H -0.16 2.67 -0.70 0.101
C 0.17 1.01 0.73 -0.102
C -0.99 0.70 -1.28 -0.113
H 1.34 -2.28 1.86 0.106
H -0.83 0.42 -2.33 0.118
C 0.08 1.60 -0.67 -0.244
H -1.98 1.14 -1.17 0.118
H 1.03 1.47 -1.20 0.102
H -0.73 1.13 1.32 0.068
H 0.97 1.39 1.36 0.047
H 0.75 -1.98 0.10 0.065
H -2.01 -1.71 0.60 0.117
C -0.88 -0.52 -0.37 -0.518
O -0.20 -1.54 -0.75 -0.037
H 2.05 -0.27 0.12 0.067
N 1.52 -1.85 0.95 -0.014
O -2.03 -0.77 0.35 0.066
N 1.89 -0.62 1.07 0.055

(4)
16
Properties=species:S:1:pos:R:3:lowdin_charge:R:1 method="wB97M-V/def2-TZVPD" spin_multiplicity=1 lumo_energy_ev=1.0 de_lowest_kcal_mol=44.90 smiles="CC(=O)[C@@H]1CN1C" largest_force_ev_per_a=0.40 orbital_gap_ev=10.35
H -2.08 -0.03 2.20 0.084
H 0.23 1.74 1.46 0.112
O 0.60 0.28 -2.63 0.075
C -1.94 0.30 1.16 -0.094
C 0.46 0.80 0.97 -0.098
H 2.20 -1.13 -0.42 0.082
C 1.38 -1.38 -1.10 -0.012
H -2.70 -0.18 0.54 0.086
H -2.09 1.39 1.12 0.084
N -0.62 -0.12 0.71 -0.125
H 1.78 -1.85 -2.00 0.084
C 0.64 -0.13 -1.49 -0.401
H 1.41 0.35 1.25 0.104
C -0.08 0.63 -0.41 -0.212
H -0.67 1.46 -0.80 0.146
H 0.72 -2.07 -0.57 0.085

(5)
23
Properties=species:S:1:pos:R:3:lowdin_charge:R:1 method="wB97M-V/def2-TZVPD" spin_multiplicity=1 lumo_energy_ev=0.6 de_lowest_kcal_mol=30.83 smiles="CC(C)=C(C)N.O.O" largest_force_ev_per_a=2.65 orbital_gap_ev=8.29
N 0.65 0.60 -1.30 0.073
H -1.67 -0.30 1.97 0.058
H -1.38 1.40 2.40 0.076
H 0.57 0.17 -2.20 0.073
H 2.32 -5.93 0.60 0.033
C -0.91 0.45 2.12 -0.072
H -1.42 -0.54 -1.68 0.068
H 1.84 1.95 0.70 0.063
H 0.41 2.77 1.57 0.082
H -2.23 -0.56 -0.22 0.075
O 2.29 -6.89 0.63 -0.061
H 1.49 -7.13 0.17 0.028
H 1.41 1.60 2.34 0.073
H -1.07 -1.81 -0.49 0.086
H -0.34 0.14 2.99 0.067
C 0.99 1.87 1.37 -0.063
H -0.50 3.50 -2.83 0.030
O -0.92 3.64 -3.70 -0.070
C 0.07 0.73 0.98 -0.311
C -0.18 0.21 -0.22 -0.359
H 1.60 0.88 -1.14 0.068
H -1.78 3.98 -3.43 0.029
C -1.24 -0.74 -0.64 -0.048

(6)
150
Properties=species:S:1:pos:R:3:lowdin_charge:R:1 method="wB97M-V/def2-TZVPD" spin_multiplicity=1 lumo_energy_ev=-4.6 largest_force_ev_per_a=3.11 total_charge=+3 orbital_gap_ev=10.08
C -3.10 -0.46 -1.31 -0.716
H 6.92 2.87 0.45 0.139
H -0.75 -5.35 0.70 0.126
C 4.75 0.96 -5.25 -0.105
H 4.78 -1.23 -5.07 0.124
H 1.21 6.90 3.01 0.168
H -7.95 -4.03 -0.58 0.175
C -1.64 7.54 2.39 -0.239
H -4.30 -7.39 3.36 0.124
H -2.45 9.55 2.17 0.070
S -4.05 -1.81 -0.61 0.465
C -3.17 -5.94 0.64 -0.096
H 5.74 -0.71 3.81 0.104
N 0.37 6.48 1.08 -0.264
C 5.69 0.42 3.75 -0.091
H -9.55 -2.55 0.49 0.071
H 5.77 1.63 -3.35 0.142
C 1.44 6.98 0.16 0.020
N -2.48 -5.43 1.84 -0.268
H 1.27 -3.91 -2.88 0.084
N 7.84 3.18 2.24 -0.279
H 4.08 2.17 -3.56 0.098
C -0.27 -4.35 2.59 -0.211
H -5.19 -6.33 1.35 0.109
H 0.65 4.28 3.57 0.114
H -2.86 -4.26 3.61 0.101
H -0.48 3.32 1.55 0.117
H 6.56 2.90 3.91 0.168
N -7.58 -3.88 -2.75 -0.287
O -5.25 -1.22 -0.07 -0.283
H 2.05 6.21 -0.33 0.094
H -6.66 -3.52 -4.57 0.116
C -3.41 -4.41 2.67 0.112
C 1.03 5.99 2.34 -0.106
H -2.11 6.54 2.49 0.109
H -9.96 -5.50 -1.96 0.101
H 2.08 7.63 0.70 0.099
H 1.22 -2.81 3.01 0.092
C -2.30 -6.60 2.64 -0.128
H -6.54 -5.48 -3.57 0.129
H 8.88 2.93 4.08 0.145
C 7.96 2.89 0.82 -0.107
C 1.71 -3.47 -2.00 -0.078
C -6.84 -5.25 -2.55 -0.045
H 3.69 -2.51 -3.53 0.139
H 5.67 0.73 4.81 0.098
C -8.80 -4.33 -3.39 -0.156
H 0.40 4.76 -0.13 0.134
H 1.42 -0.15 -4.95 0.118
C 2.78 -1.91 -3.57 -0.120
P 3.35 2.98 0.45 0.218
H -4.58 -7.66 0.52 0.133
F -2.08 -0.93 -2.09 0.092
H -3.60 8.49 2.88 0.092
H 9.16 5.85 1.56 0.118
H -7.97 -1.86 0.80 0.100
C -7.97 -6.25 -2.11 -0.112
H -3.41 -5.09 -0.02 0.136
C 4.75 1.36 -3.76 -0.133
H 2.64 -4.05 -1.87 0.088
H -1.19 5.52 -0.04 0.133
C 4.06 -0.46 -5.21 -0.052
H 5.78 2.72 2.40 0.109
H 7.83 0.67 3.43 0.101
H 3.66 0.46 -2.07 0.108
H -0.61 5.48 3.73 0.109
H 1.92 5.50 1.97 0.102
H -7.98 -6.17 -1.04 0.089
H 0.93 7.43 -0.66 0.107
H -9.47 -3.44 -3.43 0.151
H 2.52 -1.52 -1.44 0.144
H -1.82 4.40 1.87 0.109
H 0.35 -5.23 2.84 0.126
H 8.29 1.91 0.84 0.113
H -5.99 -5.17 -1.89 0.123
C -2.78 8.53 2.15 -0.089
H -4.32 -4.88 2.89 0.080
H -3.27 8.45 1.13 0.099
H -1.60 -3.91 0.82 0.102
H -3.41 -8.44 2.36 0.126
H 6.64 5.01 2.51 0.134
H -0.91 -4.18 3.45 0.097
H 10.00 3.43 2.86 0.127
F 1.93 3.32 1.16 -0.152
H 2.24 1.37 -4.42 0.108
C 1.98 0.36 -4.17 0.060
H -5.87 -2.76 -3.19 0.091
C 8.85 3.99 0.35 -0.115
C -1.19 -4.71 1.44 -0.128
F 4.01 3.84 1.59 -0.138
C 2.04 -2.02 -2.32 -0.250
H 9.35 1.79 2.78 0.099
C -9.23 -5.60 -2.72 -0.139
F 3.60 1.68 1.40 -0.165
C 6.72 2.43 2.88 -0.168
C 0.06 4.99 3.00 -0.118
H -7.91 -1.04 -1.70 0.143
C 9.09 2.82 2.96 0.003
F -3.83 0.35 -2.05 0.153
O -3.11 -2.42 0.29 -0.324
F 3.24 4.29 -0.52 -0.168
C -3.65 -7.38 2.49 -0.129
O -4.25 -2.62 -1.82 -0.341
H 9.89 3.81 0.54 0.110
F 2.59 2.02 -0.67 -0.189
C 6.88 0.97 3.04 -0.258
H -7.63 -7.26 -2.39 0.131
C -7.74 -3.22 -1.41 -0.140
C -6.84 -3.01 -3.64 0.007
H 4.88 -0.55 -2.83 0.127
H 8.17 4.89 3.38 0.120
C 0.57 -3.15 2.17 -0.079
F 4.78 2.63 -0.33 -0.196
H 0.10 8.50 1.44 0.166
H -8.60 -4.50 -4.48 0.153
H 6.94 0.52 2.02 0.133
H -1.15 7.75 3.37 0.125
H -1.15 7.72 0.41 0.115
N 3.24 -0.45 -3.92 -0.255
H -3.50 -3.48 2.13 0.081
H 3.38 -0.66 -6.00 0.122
H 5.74 0.81 -5.67 0.114
H -7.38 -2.13 -3.77 0.092
C -8.92 -1.75 0.15 -0.110
H 1.14 -3.61 -1.07 0.066
C -0.73 4.38 1.77 -0.140
H -9.87 -6.11 -3.53 0.157
H 8.75 4.41 -0.69 0.141
H 1.36 0.35 -3.32 0.085
H 7.66 5.84 0.66 0.124
H 1.34 -3.42 1.40 0.077
C -0.35 5.22 0.58 -0.088
H 4.77 0.63 3.27 0.051
H -9.47 -2.02 -1.88 0.118
H 4.27 1.75 -5.85 0.126
C -4.25 -6.87 1.23 -0.161
H -2.07 -6.31 3.69 0.148
H -9.35 -0.75 0.37 0.095
H -2.45 -6.49 0.08 0.126
C 7.68 4.72 2.44 -0.054
C -8.52 -1.92 -1.29 -0.242
C 4.14 0.18 -2.98 -0.131
H 1.09 -1.55 -2.41 0.094
H 2.33 -2.30 -4.46 0.139
H -0.06 -2.40 1.72 0.071
F -2.55 0.28 -0.38 0.150
C 8.39 5.20 1.19 -0.139
C -0.60 7.62 1.31 -0.138
H -6.73 -2.89 -1.15 0.087
H -1.42 -7.10 2.28 0.138

Please write out number 2 again, unchanged.
14
Properties=species:S:1:pos:R:3:lowdin_charge:R:1 method="wB97M-V/def2-TZVPD" spin_multiplicity=1 lumo_energy_ev=0.2 de_lowest_kcal_mol=44.55 largest_force_ev_per_a=3.39 orbital_gap_ev=9.20
S -1.01 2.65 0.32 0.397
C 0.89 -1.02 -1.08 -0.117
C 0.18 -0.05 -0.21 -0.703
H 1.97 -0.85 -0.98 0.093
H -0.19 3.10 1.29 -0.179
H 0.67 -2.05 -0.79 0.091
H 1.06 -0.09 1.70 0.097
H -1.95 -1.03 -1.05 -0.027
C 0.08 -0.30 1.25 -0.132
H -0.19 -1.33 1.45 0.089
H 0.63 -0.87 -2.13 0.085
S 0.37 1.62 -0.75 0.534
O -1.86 -0.13 -0.72 -0.276
H -0.66 0.36 1.70 0.048